This record from the Open Molecules 2025 dataset describes a cluster of 26 separate species, C41H78Cl50F3IO4P2Si in total. The level of theory is ωB97M-V with the def2-TZVPD basis set.

Computed properties:
- HOMO-LUMO gap: 7.14 eV

XYZ file:
```
180
C41H78Cl50F3IO4P2Si | the Open Molecules 2025 dataset | ωB97M-V with the def2-TZVPD basis set
C -4.362 -3.007 0.128
C -4.025 -1.478 0.606
O -2.622 -1.203 0.433
P -2.184 0.341 -0.156
C -3.146 1.954 -0.243
C -4.019 2.413 1.012
O -4.813 1.406 1.672
C -4.787 1.515 3.102
C -5.157 0.114 3.836
F -6.147 -0.630 3.165
F -5.670 0.468 5.124
F -3.971 -0.647 4.105
C -0.294 0.439 -0.619
O 0.133 -0.605 -1.514
C 0.729 -1.732 -0.914
C 0.686 -3.059 -1.773
C 1.290 -4.408 -1.285
C 1.977 -4.488 0.103
C 2.076 -3.197 0.941
C 1.464 -1.854 0.432
P -1.602 0.837 1.960
O -0.550 -0.413 2.581
I -0.404 3.041 2.027
Si -2.738 -0.290 -2.234
C -2.407 -2.185 -2.555
C -1.904 0.823 -3.586
C -4.648 -0.151 -2.593
H -3.429 -3.570 -0.214
H -5.186 -2.950 -0.671
H -4.787 -3.625 1.010
H -4.767 -0.732 0.177
H -4.226 -1.496 1.747
H -2.365 2.804 -0.383
H -3.830 2.081 -1.167
H -3.439 3.015 1.808
H -4.779 3.188 0.594
H -3.790 1.835 3.553
H -5.615 2.250 3.423
H -0.181 1.431 -1.213
H 0.344 0.584 0.313
H 0.188 -3.044 -2.794
H 1.197 -5.318 -1.976
H 2.402 -5.468 0.501
H 2.570 -3.178 1.972
H 1.569 -0.933 1.086
H 0.058 0.059 3.205
H -1.996 -2.720 -1.639
H -1.644 -2.193 -3.426
H -3.339 -2.717 -2.971
H -2.449 0.703 -4.583
H -1.987 1.937 -3.304
H -0.807 0.556 -3.751
H -4.744 -0.510 -3.690
H -5.031 0.923 -2.593
H -5.270 -0.885 -1.980
C -4.771 0.295 8.522
Cl -3.536 -0.835 9.094
Cl -4.742 1.798 9.451
H -4.584 0.523 7.474
H -5.751 -0.168 8.629
C -5.105 -6.140 -2.017
Cl -3.384 -5.751 -1.928
Cl -6.100 -4.693 -1.797
H -5.321 -6.570 -2.995
H -5.347 -6.859 -1.236
C 3.662 3.962 1.319
Cl 4.373 4.932 0.021
Cl 3.474 2.278 0.822
H 4.315 4.001 2.191
H 2.684 4.369 1.571
C 6.295 2.065 3.852
Cl 8.030 2.382 3.969
Cl 5.357 3.544 4.096
H 6.074 1.665 2.863
H 6.015 1.340 4.615
C 10.193 3.777 7.031
Cl 11.763 3.114 6.560
Cl 9.816 3.392 8.715
H 10.216 4.859 6.912
H 9.423 3.351 6.390
C -0.330 6.465 3.852
Cl 0.636 6.239 2.389
Cl -0.978 8.106 3.945
H -1.157 5.759 3.841
H 0.299 6.283 4.723
C -1.514 -8.248 -4.300
Cl -1.926 -9.120 -2.819
Cl -2.884 -7.297 -4.887
H -0.681 -7.576 -4.094
H -1.228 -8.967 -5.065
C 2.041 -4.708 -5.477
Cl 1.395 -4.224 -3.901
Cl 0.975 -4.193 -6.793
H 3.019 -4.248 -5.614
H 2.137 -5.793 -5.504
C -0.588 -0.589 6.869
Cl 0.780 -1.678 6.610
Cl -0.255 1.020 6.221
H -1.465 -0.997 6.369
H -0.778 -0.508 7.938
C -3.167 -10.119 -7.237
Cl -1.530 -10.775 -7.095
Cl -4.341 -11.396 -7.576
H -3.435 -9.631 -6.301
H -3.187 -9.394 -8.049
C -5.842 -2.285 -6.142
Cl -4.250 -2.892 -6.614
Cl -6.182 -2.640 -4.444
H -5.867 -1.206 -6.289
H -6.600 -2.760 -6.762
C -3.664 3.418 -6.576
Cl -2.094 2.764 -7.059
Cl -4.027 3.029 -4.890
H -3.648 4.500 -6.694
H -4.437 2.989 -7.212
C 1.326 -10.949 -3.341
Cl 1.206 -9.523 -2.304
Cl 1.155 -10.520 -5.048
H 2.298 -11.415 -3.189
H 0.536 -11.649 -3.073
C 6.664 1.420 -1.677
Cl 8.240 0.772 -2.148
Cl 6.291 1.036 0.008
H 6.676 2.502 -1.799
H 5.897 0.985 -2.316
C -4.513 -4.334 7.356
Cl -2.920 -5.081 7.529
Cl -5.745 -5.537 6.959
H -4.780 -3.850 8.294
H -4.472 -3.594 6.558
C 0.686 -5.814 7.202
Cl 1.364 -5.800 5.570
Cl 0.813 -7.418 7.935
H 1.231 -5.100 7.818
H -0.364 -5.530 7.150
C -4.645 6.440 3.321
Cl -5.167 6.890 1.694
Cl -3.477 5.112 3.272
H -4.179 7.303 3.794
H -5.514 6.126 3.897
C 7.294 6.987 -0.900
Cl 8.763 6.106 -0.465
Cl 6.505 6.260 -2.305
H 6.605 6.963 -0.057
H 7.555 8.017 -1.134
C 6.068 5.239 -6.125
Cl 6.739 5.267 -7.760
Cl 6.209 3.633 -5.402
H 6.611 5.953 -5.507
H 5.016 5.516 -6.170
C -1.398 9.882 7.490
Cl 0.208 9.155 7.634
Cl -2.617 8.664 7.099
H -1.659 10.354 8.436
H -1.378 10.630 6.698
C 9.081 6.475 -10.804
Cl 8.563 6.928 -12.432
Cl 10.247 5.147 -10.852
H 9.545 7.337 -10.327
H 8.209 6.161 -10.230
C 10.462 1.698 -11.893
Cl 11.933 0.816 -11.463
Cl 9.672 0.976 -13.300
H 9.774 1.672 -11.049
H 10.723 2.729 -12.125
C 3.312 -0.797 4.033
Cl 4.287 -1.022 2.576
Cl 2.663 0.845 4.117
H 2.484 -1.505 4.021
H 3.936 -0.975 4.908
C 0.396 10.297 11.382
Cl -0.063 9.407 12.839
Cl -0.936 11.305 10.802
H 1.248 10.935 11.611
H 0.666 9.585 10.603
C -8.268 -6.876 -4.722
Cl -6.641 -7.553 -4.579
Cl -9.456 -8.136 -5.077
H -8.534 -6.394 -3.782
H -8.277 -6.144 -5.528
```